{"formula": "C4H26NO9S", "method": "ωB97M-V/def2-TZVPD", "charge": -1, "homo_energy_ev": -6.04, "energy_ev": -35325.2774, "elements": ["C", "C", "C", "S", "N", "C", "O", "H", "H", "H", "H", "H", "H", "H", "H", "H", "H", "H", "H", "O", "H", "H", "O", "H", "H", "O", "H", "H", "O", "H", "H", "O", "H", "H", "O", "H", "H", "O", "H", "H", "O"], "xyz": [[1.6214, 1.1913, -0.7963], [1.7130, -0.2709, -0.4684], [0.7378, -1.1760, -1.2656], [1.2765, -1.3252, -2.9905], [1.6713, -0.4379, 1.0356], [0.5536, -1.2062, 1.6112], [-0.6488, -0.4892, 1.5919], [1.8464, 1.5368, -1.8064], [0.5743, 1.5081, -0.7109], [2.1708, 1.8348, -0.1082], [2.6733, -0.7231, -0.7447], [0.8962, -2.1493, -0.8227], [-0.3215, -0.9711, -1.1644], [1.5369, -0.0147, -3.1914], [1.5004, 0.5132, 1.3296], [0.4080, -2.0309, 0.9133], [0.7395, -1.5656, 2.6276], [-1.3629, 0.1838, 0.3064], [-2.9814, 0.2641, -0.2263], [-2.0484, 0.4269, -0.3616], [0.0010, 1.1917, -3.7663], [0.0304, 2.2364, -2.7265], [0.5430, 1.9477, -3.5060], [3.1554, -1.8097, 1.7419], [4.1667, -2.0244, 0.6344], [4.1032, -1.9605, 1.5867], [-3.2504, -1.5519, 1.8387], [-2.9109, -2.0107, 0.3826], [-3.6268, -1.9202, 1.0151], [0.4454, 1.6240, 3.3247], [-0.3007, 0.8327, 2.1502], [0.0691, 1.7732, 2.4611], [-2.0073, 3.0198, -1.5749], [-1.9313, 1.4781, -1.7453], [-1.8809, 2.3297, -2.2290], [-0.9971, 3.0689, 1.6089], [-1.9533, 2.3092, 0.6544], [-1.6857, 3.1975, 0.9196], [-2.2892, -0.8938, 4.1145], [-1.6784, -1.1634, 2.7145], [-2.2584, -1.5597, 3.4215]], "mulliken_charge": [-1.332, 0.440, -0.770, -0.246, -0.185, -0.530, -0.704, 0.613, 0.115, 0.374, 0.253, 0.463, 0.065, 0.113, 0.203, 0.262, 0.452, 0.219, 0.223, -0.687, 0.321, 0.361, -0.687, 0.318, 0.312, -0.697, 0.369, 0.304, -0.698, 0.242, 0.390, -0.795, 0.300, 0.402, -0.700, 0.379, 0.292, -0.721, 0.274, 0.441, -0.751]}

=====

{"formula": "C4H26O10S2", "method": "ωB97M-V/def2-TZVPD", "charge": 0, "homo_energy_ev": -9.15, "energy_ev": -46716.4192, "smiles": "CSSCCC=O.O.O.O.O.O.O.O.O.O", "elements": ["C", "S", "S", "C", "C", "C", "O", "H", "H", "H", "H", "H", "H", "H", "H", "O", "H", "H", "O", "H", "H", "O", "H", "H", "O", "H", "H", "O", "H", "H", "O", "H", "H", "O", "H", "H", "O", "H", "H", "O", "H", "H"], "xyz": [[-2.2470, 1.4415, 1.7641], [-1.3827, -0.0674, 2.2507], [-0.1276, -0.6257, 0.8110], [-0.9834, -1.6194, -0.4642], [-0.5904, -1.1247, -1.8477], [0.8609, -1.3926, -2.1234], [1.6502, -0.5037, -2.2618], [-2.8026, 1.3530, 0.8666], [-1.5753, 2.3341, 1.6547], [-2.9759, 1.6779, 2.5673], [-0.6813, -2.6626, -0.3362], [-2.0802, -1.5753, -0.3786], [-0.8708, -0.0270, -1.9582], [-1.2099, -1.6130, -2.5987], [1.1571, -2.3910, -2.1704], [-0.7476, -4.4565, 1.1224], [-0.8822, -4.3076, 2.0634], [-0.8024, -5.4101, 1.0417], [-0.5647, -3.8926, 3.7242], [-0.8643, -3.0751, 4.0948], [0.3235, -3.7182, 3.4209], [1.1591, 3.8225, -1.4342], [1.9697, 3.3656, -1.1994], [0.7954, 3.3019, -2.1931], [-1.0370, 3.6776, -0.0270], [-0.1159, 3.6971, -0.4156], [-1.3754, 4.5456, -0.0966], [1.5745, -3.5404, 2.1172], [1.7300, -2.6602, 1.7944], [0.9188, -3.9439, 1.5036], [0.1893, 2.0220, -3.1842], [0.7456, 1.2235, -2.9663], [-0.6480, 1.9561, -2.6620], [3.2809, 0.9888, 1.4571], [2.9162, 0.1251, 1.5038], [2.7353, 1.5306, 2.0371], [-2.0209, 1.8104, -1.6493], [-1.6832, 2.4762, -0.9847], [-2.8170, 2.1599, -2.0956], [3.1156, 2.0338, -1.0146], [3.1861, 1.6956, -0.1417], [2.7774, 1.3682, -1.5918]], "mulliken_charge": [-0.688, -0.090, -0.042, -0.745, 0.132, -0.150, -0.506, 0.202, 0.215, 0.335, 0.262, 0.443, -0.432, 0.457, 0.453, -0.670, 0.419, 0.267, -0.719, 0.290, 0.431, -0.831, 0.453, 0.463, -0.697, 0.412, 0.260, -0.731, 0.318, 0.424, -0.802, 0.407, 0.489, -0.696, 0.286, 0.335, -0.735, 0.468, 0.271, -0.751, 0.456, 0.336]}

=====

{"formula": "C4H27NO11S", "method": "ωB97M-V/def2-TZVPD", "charge": 0, "homo_energy_ev": -9.17, "energy_ev": -39431.8078, "smiles": "N[C@H](CCS)C(=O)O.O.O.O.O.O.O.O.O.O", "elements": ["N", "C", "C", "C", "S", "C", "O", "O", "H", "H", "H", "H", "H", "H", "H", "H", "H", "O", "H", "H", "O", "H", "H", "O", "H", "H", "O", "H", "H", "O", "H", "H", "O", "H", "H", "O", "H", "H", "O", "H", "H", "O", "H", "H"], "xyz": [[2.3918, 1.4055, -0.6305], [1.3568, 0.8754, 0.3848], [1.1571, 1.3788, 1.7212], [0.1411, 2.5342, 1.8226], [-1.5648, 1.8502, 1.8591], [1.9032, -0.5672, 0.5041], [2.9677, -0.8197, 1.0538], [1.1087, -1.5163, -0.0420], [2.2489, 2.3348, -0.5638], [3.3031, 1.1592, -0.1864], [0.4344, 1.0078, -0.2081], [0.7753, 0.5695, 2.3488], [2.0281, 1.7051, 2.3980], [0.1385, 2.8704, 2.9212], [0.3826, 3.1949, 1.1101], [-2.4493, 2.8952, 1.8196], [1.4761, -2.4718, 0.0236], [-0.7532, -3.0391, -1.6967], [-0.3054, -3.7941, -1.4228], [-0.1651, -2.2445, -1.8308], [-1.7136, -1.6839, 1.2213], [-1.4290, -1.9791, 0.3815], [-1.0335, -0.9913, 1.4193], [-1.6483, -2.3252, 3.9195], [-0.9463, -2.1233, 3.2802], [-2.3826, -1.8366, 3.5309], [1.5947, -2.3443, 2.7097], [2.4879, -2.0764, 2.3369], [1.5785, -3.3411, 2.9679], [-1.2089, -1.1971, -3.6036], [-0.9158, -1.7309, -2.9008], [-1.8082, -1.6814, -4.0800], [1.2228, -0.9937, -2.5888], [1.0085, -0.2021, -3.1426], [1.8961, -0.6539, -2.0062], [-2.0660, 2.2892, -3.4338], [-1.4386, 1.7909, -3.9315], [-1.7332, 2.2512, -2.5491], [0.8110, 3.8390, -1.4059], [0.9344, 3.6087, -2.3357], [1.4944, 4.5211, -1.2131], [-3.8874, -0.5547, -0.0491], [-3.0529, -0.6831, -0.3360], [-4.3398, -1.2300, 0.4228]], "mulliken_charge": [-0.678, 1.280, -1.044, -0.754, -0.213, -0.283, -0.714, -0.046, 0.257, 0.329, 0.103, 0.244, 0.258, 0.389, 0.455, 0.134, 0.302, -0.676, 0.288, 0.452, -0.540, 0.274, 0.228, -0.643, 0.319, 0.322, -0.563, 0.328, 0.276, -0.540, 0.295, 0.225, -0.663, 0.315, 0.300, -0.606, 0.289, 0.303, -0.619, 0.313, 0.301, -0.592, 0.303, 0.291]}

=====

{"formula": "C4H27NO9", "method": "ωB97M-V/def2-TZVPD", "charge": 0, "homo_energy_ev": -8.84, "energy_ev": -24501.9900, "smiles": "COC[C@H](C)N.O.O.O.O.O.O.O.O", "elements": ["C", "O", "C", "C", "C", "N", "H", "H", "H", "H", "H", "H", "H", "H", "H", "H", "H", "O", "H", "H", "O", "H", "H", "O", "H", "H", "O", "H", "H", "O", "H", "H", "O", "H", "H", "O", "H", "H", "O", "H", "H"], "xyz": [[0.8528, -1.9826, 7.3042], [0.4939, -2.0058, 5.9857], [-0.4612, -1.0329, 5.5641], [-0.4596, -0.9966, 4.0567], [-1.3898, 0.0746, 3.4565], [-1.0077, -2.2365, 3.4659], [1.2469, -0.9851, 7.4985], [1.6624, -2.6949, 7.4627], [0.0410, -2.2741, 7.9707], [-1.4995, -1.1922, 5.8552], [-0.0998, -0.0629, 5.9053], [0.5554, -0.9099, 3.6690], [-0.9815, 1.0256, 3.7985], [-2.3319, 0.0248, 4.0025], [-1.5927, 0.0496, 2.3858], [-0.8972, -2.0368, 2.4821], [-2.0082, -2.3321, 3.5654], [-2.6668, -3.7985, -2.6988], [-2.6689, -4.5956, -2.1688], [-3.3998, -3.9108, -3.3041], [0.5669, 4.2763, -1.6502], [0.0896, 4.6250, -2.4031], [1.2120, 4.9519, -1.4412], [4.9614, 1.5984, -0.4981], [4.1081, 1.3094, -0.8214], [4.9061, 2.5540, -0.4958], [-3.6220, 0.5173, -6.1075], [-4.5626, 0.3992, -6.2400], [-3.2323, -0.3031, -6.4097], [0.5302, -0.1259, -2.0992], [-0.2125, -0.6080, -2.4629], [0.1912, 0.7557, -1.9439], [-2.5007, 4.6522, -4.5855], [-2.6963, 3.7158, -4.5527], [-3.3203, 5.0589, -4.8666], [4.5223, -1.8048, -2.9106], [3.5851, -1.6293, -2.9945], [4.8763, -1.0215, -2.4894], [2.2742, 0.6971, -7.3266], [1.8943, 0.9992, -6.5017], [3.0411, 1.2551, -7.4563]], "mulliken_charge": [-0.726, -0.292, -0.702, 0.415, -1.435, -0.726, 0.319, 0.241, 0.274, 0.313, 0.353, 0.327, 0.347, 0.362, 0.422, 0.243, 0.267, -0.632, 0.321, 0.313, -0.633, 0.317, 0.315, -0.628, 0.318, 0.312, -0.632, 0.316, 0.319, -0.629, 0.313, 0.314, -0.633, 0.323, 0.313, -0.641, 0.319, 0.316, -0.634, 0.314, 0.319]}

=====

{"formula": "C4H28N2O12", "method": "ωB97M-V/def2-TZVPD", "charge": 0, "homo_energy_ev": -9.60, "energy_ev": -32153.0013, "smiles": "O=CNCCNC=O.O.O.O.O.O.O.O.O.O.O", "elements": ["O", "C", "N", "C", "C", "N", "C", "O", "H", "H", "H", "H", "H", "H", "H", "H", "O", "H", "H", "O", "H", "H", "O", "H", "H", "O", "H", "H", "O", "H", "H", "O", "H", "H", "O", "H", "H", "O", "H", "H", "O", "H", "H", "O", "H", "H"], "xyz": [[3.2027, -1.5840, 2.4722], [2.8827, -0.4310, 2.2135], [1.6606, 0.1030, 2.2252], [0.3811, -0.4781, 2.7366], [-0.4407, -1.2281, 1.6938], [-1.3300, -0.2550, 1.0419], [-2.6610, -0.1859, 1.2347], [-3.3278, 0.8054, 0.9886], [3.6194, 0.2432, 1.7560], [1.4165, 0.9737, 1.7769], [0.6997, -1.0732, 3.6018], [-0.1287, 0.3776, 3.1536], [-1.0713, -1.9089, 2.2359], [0.0650, -1.7826, 0.9099], [-0.9256, 0.5473, 0.6017], [-3.1291, -1.1420, 1.4737], [0.0199, 0.6517, -2.3998], [-0.5289, 0.8626, -3.1652], [0.1398, 1.5281, -2.0420], [0.8430, 1.8818, 0.1513], [0.9938, 2.8187, 0.3630], [1.3348, 1.7280, -0.6650], [2.7507, -3.3932, 0.8213], [2.3577, -2.9022, 1.5700], [3.6235, -3.7110, 1.0805], [-1.2624, 3.6672, 0.5884], [-2.1613, 3.8253, 0.2380], [-1.1247, 2.7686, 0.3012], [-0.4572, -3.9830, 1.4038], [-0.8457, -4.8319, 1.6302], [0.3751, -4.2379, 0.9868], [1.8069, -4.8972, -1.5211], [2.5115, -4.5179, -0.9647], [1.4606, -4.0898, -1.9157], [2.4636, 3.1038, -2.4188], [2.1617, 3.5553, -3.2176], [3.1675, 2.5237, -2.6928], [-0.3785, 3.7366, -2.7195], [-0.1218, 4.6621, -2.5408], [-1.1786, 3.7042, -2.1875], [-3.6383, 2.8871, -0.9942], [-4.5318, 2.8438, -0.6384], [-3.5871, 2.0016, -1.3786], [-2.3424, -2.0890, -2.5339], [-1.9217, -1.4092, -2.0138], [-2.8432, -1.6694, -3.2411]], "mulliken_charge": [-0.671, -0.032, 0.035, -0.949, -0.428, 0.283, -0.052, -0.551, 0.396, 0.246, 0.334, 0.435, 0.238, 0.448, 0.021, 0.362, -0.573, 0.330, 0.308, -0.580, 0.337, 0.114, -0.629, 0.380, 0.279, -0.635, 0.309, 0.264, -0.572, 0.257, 0.304, -0.623, 0.318, 0.310, -0.585, 0.297, 0.308, -0.608, 0.320, 0.282, -0.569, 0.270, 0.280, -0.620, 0.317, 0.296]}

=====

{"formula": "C4H28N2O9", "method": "ωB97M-V/def2-TZVPD", "charge": 2, "homo_energy_ev": -16.61, "energy_ev": -25995.6375, "elements": ["O", "C", "C", "C", "C", "N", "N", "H", "H", "H", "H", "H", "H", "H", "H", "H", "H", "H", "H", "H", "H", "O", "H", "H", "O", "H", "H", "O", "H", "H", "O", "H", "H", "O", "H", "H", "O", "H", "H", "O", "H", "H", "O"], "xyz": [[1.1906, 1.3910, -2.4915], [1.1378, 0.1987, -2.2982], [0.0066, -0.4532, -1.4304], [-1.3241, -0.1799, -2.1376], [-2.1364, 1.1153, -1.9400], [-2.5595, 1.3595, -0.4687], [0.2203, -1.9830, -1.3735], [1.9003, -0.3509, -2.7241], [-0.0162, -0.0217, -0.4188], [-2.1270, -1.0437, -1.9366], [-1.2292, -0.3845, -3.1303], [-3.0024, 1.1439, -2.5613], [-1.4294, 2.0123, -2.3365], [-1.7065, 1.5951, 0.1396], [-3.0645, 0.5622, -0.0297], [-3.1881, 2.1736, -0.3177], [0.0184, -2.4084, -2.2957], [-0.4261, -2.4385, -0.6839], [1.1948, -2.1449, -1.0535], [3.0825, -0.6133, 3.0360], [2.1542, 0.3378, 2.4605], [2.4095, -0.5616, 2.3471], [-0.5913, 0.6172, 2.2958], [0.0598, 1.6475, 1.5961], [-0.5806, 0.9571, 1.4186], [3.6298, -0.6100, -0.5645], [2.5410, -0.4917, 0.5964], [2.7024, -0.3724, -0.3301], [-0.6372, -2.5332, 1.9089], [-1.7407, -3.5742, 1.2815], [-1.1346, -2.7926, 1.0423], [0.3571, 4.0657, -0.1295], [0.7100, 2.8876, -1.0681], [0.3787, 3.0619, -0.1934], [-2.3749, -1.7767, 0.5545], [-3.8489, -1.7278, 0.3950], [-3.1419, -1.2756, 0.0775], [1.5979, 2.4632, 1.3779], [2.9473, 2.1488, 2.0309], [2.0148, 1.9970, 2.0815], [1.1100, -1.4337, 2.7087], [0.6042, -2.5743, 3.6654], [0.3814, -2.0525, 2.9341]], "mulliken_charge": [-0.515, -0.435, 1.062, -1.365, -0.843, -0.053, -0.064, 0.534, -0.083, 0.422, 0.681, 0.518, 0.220, 0.180, 0.350, 0.477, 0.449, 0.232, 0.457, 0.346, 0.353, -0.751, 0.299, 0.104, -0.702, 0.305, 0.387, -0.532, 0.354, 0.336, -0.752, 0.289, 0.310, -0.561, 0.367, 0.294, -0.662, 0.311, 0.335, -0.698, 0.387, 0.293, -0.634]}

=====

Copy entry 4 word for word.
{"formula": "C4H27NO9", "method": "ωB97M-V/def2-TZVPD", "charge": 0, "homo_energy_ev": -8.84, "energy_ev": -24501.9900, "smiles": "COC[C@H](C)N.O.O.O.O.O.O.O.O", "elements": ["C", "O", "C", "C", "C", "N", "H", "H", "H", "H", "H", "H", "H", "H", "H", "H", "H", "O", "H", "H", "O", "H", "H", "O", "H", "H", "O", "H", "H", "O", "H", "H", "O", "H", "H", "O", "H", "H", "O", "H", "H"], "xyz": [[0.8528, -1.9826, 7.3042], [0.4939, -2.0058, 5.9857], [-0.4612, -1.0329, 5.5641], [-0.4596, -0.9966, 4.0567], [-1.3898, 0.0746, 3.4565], [-1.0077, -2.2365, 3.4659], [1.2469, -0.9851, 7.4985], [1.6624, -2.6949, 7.4627], [0.0410, -2.2741, 7.9707], [-1.4995, -1.1922, 5.8552], [-0.0998, -0.0629, 5.9053], [0.5554, -0.9099, 3.6690], [-0.9815, 1.0256, 3.7985], [-2.3319, 0.0248, 4.0025], [-1.5927, 0.0496, 2.3858], [-0.8972, -2.0368, 2.4821], [-2.0082, -2.3321, 3.5654], [-2.6668, -3.7985, -2.6988], [-2.6689, -4.5956, -2.1688], [-3.3998, -3.9108, -3.3041], [0.5669, 4.2763, -1.6502], [0.0896, 4.6250, -2.4031], [1.2120, 4.9519, -1.4412], [4.9614, 1.5984, -0.4981], [4.1081, 1.3094, -0.8214], [4.9061, 2.5540, -0.4958], [-3.6220, 0.5173, -6.1075], [-4.5626, 0.3992, -6.2400], [-3.2323, -0.3031, -6.4097], [0.5302, -0.1259, -2.0992], [-0.2125, -0.6080, -2.4629], [0.1912, 0.7557, -1.9439], [-2.5007, 4.6522, -4.5855], [-2.6963, 3.7158, -4.5527], [-3.3203, 5.0589, -4.8666], [4.5223, -1.8048, -2.9106], [3.5851, -1.6293, -2.9945], [4.8763, -1.0215, -2.4894], [2.2742, 0.6971, -7.3266], [1.8943, 0.9992, -6.5017], [3.0411, 1.2551, -7.4563]], "mulliken_charge": [-0.726, -0.292, -0.702, 0.415, -1.435, -0.726, 0.319, 0.241, 0.274, 0.313, 0.353, 0.327, 0.347, 0.362, 0.422, 0.243, 0.267, -0.632, 0.321, 0.313, -0.633, 0.317, 0.315, -0.628, 0.318, 0.312, -0.632, 0.316, 0.319, -0.629, 0.313, 0.314, -0.633, 0.323, 0.313, -0.641, 0.319, 0.316, -0.634, 0.314, 0.319]}